Entry 1:
A cluster of 3 separate species, C23H42N3O10P3 in total in a non-equilibrium geometry. Source: the Open Molecules 2025 dataset; level of theory: wB97M-V/def2-TZVPD.

```
81
Properties=species:S:1:pos:R:3:forces:R:3
C -1.8553 -9.4774 2.9385 -0.2 -0.3 0.0
C -1.4305 -10.6630 2.1012 0.2 -0.4 0.3
C -1.7996 -12.0113 2.6459 0.0 0.3 0.1
N -0.7687 -10.5925 1.0178 -0.8 0.5 -0.4
C -0.7113 -9.3213 0.4101 0.3 -0.7 0.7
C -1.7871 -8.8800 -0.3591 0.2 0.3 0.0
C -1.7397 -7.6246 -0.9378 -0.1 -0.5 0.0
C -0.6228 -6.8051 -0.8004 0.7 0.6 -1.0
P -0.7043 -5.1810 -1.6049 -0.9 1.2 1.6
N -1.2654 -4.1431 -0.5630 0.0 -0.1 -0.3
C 0.4570 -7.2465 -0.0509 -0.3 -0.2 -0.2
C 0.3876 -8.4978 0.5607 0.4 0.4 -0.2
C 1.6424 -8.7127 1.3379 -0.5 -0.2 -0.3
O 1.9102 -9.5805 2.1267 0.0 0.3 -0.1
N 2.4808 -7.6338 0.9942 -0.2 0.1 1.2
C 1.7977 -6.6257 0.2810 0.0 -0.7 -0.1
O 2.2790 -5.5614 0.0110 -0.5 0.1 0.0
H -2.6614 -8.9134 2.4675 0.2 0.2 -0.1
H -2.2463 -9.8261 3.8935 0.1 0.0 0.0
H -0.9918 -8.8404 3.1246 -0.1 0.2 -0.1
H -1.5452 -12.8040 1.9493 0.1 0.0 0.1
H -2.8790 -11.9990 2.8236 0.0 -0.1 0.0
H -1.3400 -12.1729 3.6230 0.1 -0.1 -0.1
H -2.6500 -9.5195 -0.4830 0.0 0.0 0.0
H -2.5946 -7.3050 -1.5210 0.1 0.2 0.0
H -1.5960 -5.3127 -2.6881 0.5 -0.5 -0.3
H 0.5730 -4.8255 -2.0732 0.0 -0.6 -0.3
H -2.1321 -3.7328 -0.8881 0.0 0.2 0.2
H 2.9861 -7.3265 1.8184 0.7 0.1 -0.5
C 1.4784 3.7592 0.7841 -0.1 0.0 0.1
C 2.1811 2.7623 -0.1177 0.0 0.3 -0.1
O 2.2258 1.4455 0.4433 -0.6 0.2 0.1
P 0.8513 0.5896 0.5469 4.5 -3.2 0.5
O 0.4005 0.3062 -0.8279 -2.2 1.7 0.6
O 1.4264 -0.8378 1.0500 -0.1 0.3 0.3
C 1.3004 -2.0406 0.2856 0.2 -0.3 -0.4
C 2.5366 -2.2862 -0.5505 0.4 0.2 0.0
O 0.3676 1.0492 1.9925 -1.6 0.9 -1.3
C 0.7123 0.4250 3.2374 -0.2 -0.1 0.7
C 2.1596 0.6276 3.6182 0.2 0.0 -0.2
H 0.4162 3.5225 0.8817 0.0 0.0 0.0
H 1.5642 4.7686 0.3785 0.0 0.0 0.0
H 1.9059 3.7419 1.7870 0.1 0.0 0.0
H 1.6998 2.7253 -1.0989 0.0 -0.1 0.0
H 3.2162 3.0660 -0.2696 0.0 -0.1 0.0
H 0.4103 -2.0195 -0.3367 -0.1 0.1 0.1
H 1.1813 -2.8657 0.9887 -0.1 0.1 0.1
H 2.7765 -1.4388 -1.1949 -0.2 0.0 0.0
H 2.4115 -3.1739 -1.1699 0.0 0.0 0.1
H 3.4032 -2.4341 0.0976 0.0 -0.1 0.0
H 0.4339 -0.6264 3.2330 0.1 0.0 -0.3
H 0.0757 0.9050 3.9828 -0.1 0.2 -0.2
H 2.8338 0.1378 2.9184 -0.1 -0.1 0.0
H 2.3360 0.2115 4.6114 -0.1 0.0 0.0
H 2.4103 1.6889 3.6290 0.0 0.0 0.1
C -2.8914 8.0479 0.4996 0.1 0.1 0.0
C -2.2979 7.0954 -0.5217 -0.1 -0.2 0.2
O -1.6327 7.7789 -1.5901 0.2 0.3 0.7
P -0.2344 8.5405 -1.2861 -1.0 -1.0 -5.5
O 0.7679 7.5169 -0.9408 0.1 1.1 2.6
O 0.1763 8.9544 -2.8028 -0.1 0.3 0.3
C 1.3551 8.4691 -3.4420 0.2 -0.2 -0.3
C 1.0497 7.2443 -4.2775 -0.2 -0.1 0.0
O -0.7852 9.9762 -0.8961 0.9 -0.6 1.9
C -1.0496 11.0619 -1.8004 -0.1 0.7 -0.1
C -2.2430 10.8112 -2.6906 -0.1 -0.3 -0.1
H -2.1104 8.5910 1.0364 0.0 0.0 0.0
H -3.4855 7.4996 1.2313 0.0 0.0 0.0
H -3.5244 8.7902 0.0131 -0.1 0.0 0.0
H -1.6025 6.4005 -0.0427 0.0 0.0 -0.1
H -3.0890 6.5049 -0.9819 0.1 0.0 -0.1
H 2.1427 8.2714 -2.7168 -0.1 -0.1 0.1
H 1.7115 9.2750 -4.0876 -0.1 0.1 0.0
H 0.5852 6.4635 -3.6749 0.1 0.0 0.1
H 1.9600 6.8461 -4.7275 0.0 0.0 0.0
H 0.3476 7.4954 -5.0740 0.0 0.0 0.0
H -0.1590 11.3148 -2.3710 0.1 -0.3 0.0
H -1.2544 11.9213 -1.1605 0.0 -0.2 0.2
H -2.0731 9.9794 -3.3712 0.1 0.0 0.0
H -2.4463 11.7030 -3.2849 0.0 0.0 0.1
H -3.1249 10.5738 -2.0949 0.0 0.1 0.0
```
Forces are in eV/Å.

Results
Total energy, eV: -77347.027
Kohn-Sham gap, eV: 7.826
HOMO level, eV: -8.48
Structure (SMILES): CC(C)=Nc1ccc([PH2]=N)c2c1C(=O)NC2=O.CCOP(=O)(OCC)OCC.CCOP(=O)(OCC)OCC
M, g mol⁻¹: 613.52
ΔE to the lowest compared entry with this formula, charge and spin, kJ/mol: 0.0

Want to see where the charge sits? The Löwdin charges in e are: -0.01, -0.37, -0.03, 0.16, -0.22, 0.00, -0.07, -0.29, 0.75, -0.29, -0.07, -0.04, -0.38, 0.13, 0.18, -0.36, 0.12, 0.09, 0.08, 0.09, 0.08, 0.09, 0.09, 0.12, 0.11, 0.01, 0.00, -0.04, 0.16, -0.08, -0.27, -0.20, 0.49, -0.22, -0.23, -0.28, -0.08, -0.20, -0.25, -0.07, 0.07, 0.07, 0.08, 0.11, 0.12, 0.08, 0.11, 0.08, 0.05, 0.08, 0.11, 0.12, 0.07, 0.08, 0.08, -0.08, -0.27, -0.19, 0.49, -0.22, -0.23, -0.28, -0.07, -0.19, -0.25, -0.07, 0.07, 0.08, 0.08, 0.11, 0.12, 0.11, 0.12, 0.08, 0.08, 0.08, 0.11, 0.12, 0.07, 0.08, 0.08

=====

Entry 2:
The ion C20H29N2O5S with charge +1. Source: the Open Molecules 2025 dataset; level of theory: wB97M-V/def2-TZVPD.

```
57
Properties=species:S:1:pos:R:3:forces:R:3
C -0.0501 0.5534 -3.8219 0.0 -0.1 0.4
C -0.3328 -0.3321 -2.6171 -0.1 0.0 -0.5
O 0.3747 0.1046 -1.4494 0.1 0.5 0.3
C -0.0029 1.2842 -0.8316 0.4 0.0 0.1
C -1.2332 1.9037 -0.9888 0.1 -0.2 -0.1
C -1.5250 3.0546 -0.2759 0.0 0.0 0.0
C -0.6048 3.5962 0.6032 -0.1 0.0 0.0
C 0.6330 2.9964 0.7516 0.2 -0.2 -0.1
C 0.9441 1.8568 0.0307 -0.1 0.1 -0.1
O 2.1930 1.2765 0.2218 -0.3 -0.1 0.0
C 2.9881 1.1170 -0.9401 0.1 0.1 -0.3
C 3.5461 -0.3165 -0.9804 0.3 0.7 0.0
N 2.5460 -1.2689 -0.4349 -0.5 0.0 -0.1
C 2.7121 -1.5754 1.0224 0.1 -0.5 0.6
C 3.9417 -2.4463 1.2335 0.0 0.2 -0.1
C 1.4593 -2.2963 1.5283 -0.1 0.4 0.0
C 0.2059 -1.4653 1.4563 -0.1 -0.1 -0.1
C -0.0063 -0.4021 2.3273 -0.1 -0.2 -0.2
C -1.1801 0.3277 2.3092 -0.3 0.1 0.0
C -2.1902 0.0113 1.3979 0.3 -0.1 0.2
O -3.3810 0.6200 1.2972 0.0 -0.1 -0.1
C -3.6822 1.6868 2.1782 -0.1 0.2 0.2
C -1.9603 -1.0414 0.5139 -0.6 0.0 -0.4
S -3.1768 -1.4371 -0.7300 -0.2 -0.1 0.2
N -4.4993 -1.8713 0.1693 0.6 0.2 -0.3
O -3.4451 -0.2553 -1.5021 -0.3 0.0 0.3
O -2.6996 -2.5912 -1.4356 -0.1 -0.2 0.3
C -0.7930 -1.7677 0.5401 0.0 0.0 0.2
H 1.0125 0.5640 -4.0598 0.1 0.0 0.0
H -0.5943 0.1693 -4.6785 -0.1 0.0 -0.1
H -0.3770 1.5732 -3.6344 0.0 0.1 0.0
H 0.0370 -1.3459 -2.7897 -0.1 0.0 0.0
H -1.4029 -0.3935 -2.4159 0.2 0.0 0.0
H -1.9863 1.4790 -1.6311 0.0 -0.1 -0.1
H -2.4866 3.5228 -0.4163 -0.1 0.1 0.0
H -0.8373 4.4909 1.1591 0.0 0.1 0.0
H 1.3774 3.4029 1.4173 0.1 0.0 0.1
H 3.8217 1.8285 -0.9045 -0.1 -0.2 0.0
H 2.4030 1.3259 -1.8385 0.1 0.0 0.1
H 3.7931 -0.5798 -2.0088 0.0 -0.1 0.1
H 4.4528 -0.3757 -0.3800 -0.1 -0.1 0.0
H 2.5721 -2.1539 -0.9486 0.0 0.2 0.0
H 1.6002 -0.8325 -0.5955 0.2 -0.3 0.0
H 2.8166 -0.6126 1.5291 0.0 -0.1 -0.2
H 4.0636 -2.6492 2.2933 0.0 0.0 0.1
H 4.8568 -1.9725 0.8900 0.1 0.0 0.0
H 3.8312 -3.4010 0.7229 0.0 -0.1 -0.1
H 1.6378 -2.5733 2.5684 0.1 -0.1 0.0
H 1.3159 -3.2200 0.9639 0.1 -0.1 0.0
H 0.7532 -0.1452 3.0504 0.1 0.1 0.1
H -1.3062 1.1359 3.0100 -0.1 0.1 0.1
H -3.7032 1.3462 3.2169 0.0 0.0 -0.1
H -2.9659 2.5049 2.0692 0.0 -0.1 0.0
H -4.6731 2.0315 1.8903 0.1 0.0 0.1
H -5.1712 -1.1266 0.2543 -0.1 0.3 0.0
H -4.9165 -2.7317 -0.1451 0.0 -0.3 -0.2
H -0.7058 -2.5835 -0.1613 0.1 -0.2 -0.1
```
Forces are in eV/Å.

Results
Total energy, eV: -45257.252
Kohn-Sham gap, eV: 9.027
Total charge: +1
HOMO level, eV: -11.40
Structure (SMILES): CCOc1ccccc1OCC[NH2+][C@H](C)Cc1ccc(OC)c(S(N)(=O)=O)c1
M, g mol⁻¹: 409.53
ΔE to the lowest compared entry with this formula, charge and spin, kJ/mol: 0.0

Want to see where the charge sits? The Löwdin charges in e are: -0.04, -0.21, -0.13, -0.19, 0.00, -0.07, -0.07, 0.01, -0.20, -0.06, -0.13, -0.07, 0.08, -0.32, -0.02, -0.09, -0.22, 0.00, 0.02, -0.27, -0.09, -0.04, -0.19, 0.63, -0.03, -0.29, -0.29, -0.02, 0.08, 0.09, 0.08, 0.13, 0.08, 0.11, 0.12, 0.11, 0.13, 0.14, 0.13, 0.14, 0.12, 0.19, 0.14, 0.15, 0.10, 0.08, 0.10, 0.14, 0.13, 0.13, 0.12, 0.11, 0.08, 0.10, 0.08, 0.08, 0.12

=====

Entry 3:
A cluster of 3 separate species, C15H15N4O10 in total in a non-equilibrium geometry. Source: the Open Molecules 2025 dataset; level of theory: wB97M-V/def2-TZVPD.

```
44
Properties=species:S:1:pos:R:3:forces:R:3
N 6.5763 -0.3812 -0.4764 -0.3 1.7 -1.2
C 5.3600 0.0498 -0.9593 -2.9 -1.2 -0.2
N 4.9650 1.2554 -1.7854 -4.2 -4.4 2.1
C 3.4430 1.0832 -1.9700 5.0 -4.8 3.6
N 3.1305 -0.2437 -1.2662 -1.6 2.0 -1.2
C 1.8205 -0.9882 -1.1287 -0.6 -0.1 -1.2
O 0.9590 -0.3984 -0.0546 5.1 -0.7 -0.9
O -0.2416 -0.4089 -0.6220 -3.5 2.0 -2.5
N 4.2027 -0.8769 -0.6519 3.4 5.3 -2.3
H 7.4210 0.1934 -0.7754 -1.5 -1.4 0.8
H 6.6686 -1.2549 0.1113 -0.1 1.8 -1.2
H 2.6877 1.7853 -2.5288 1.6 -1.8 1.3
H 2.0084 -2.1542 -0.9568 -0.4 2.7 -0.2
H 1.2390 -0.8230 -2.1581 1.3 -0.5 2.4
H -0.2821 0.4588 -1.1566 -0.5 -1.3 1.4
H 4.2092 -1.7768 -0.1157 -0.5 1.3 -0.9
C -0.9048 4.9548 1.6426 -0.1 0.2 0.0
C -0.6169 3.7865 1.0656 1.3 -0.6 1.0
C -1.3675 3.3073 -0.1279 -0.7 0.1 -0.6
O -1.0677 2.2383 -0.6478 0.3 0.3 0.2
C -2.4600 4.1498 -0.6390 0.4 -0.7 -0.1
C -2.7500 5.3165 -0.0597 -1.8 1.0 -1.1
C -1.9813 5.8081 1.1165 0.2 1.0 1.0
O -2.2594 6.8931 1.6161 0.1 -1.0 -0.7
O -3.7773 6.1120 -0.5332 1.8 -0.8 1.3
O 0.3919 2.9778 1.5560 -1.3 0.4 -1.3
H -0.3657 5.3163 2.5092 0.0 0.0 -0.1
H -3.0092 3.7814 -1.4959 0.0 0.0 0.1
H -3.7870 6.9009 0.0517 0.0 -0.3 -0.2
H 0.4055 2.1918 0.9675 0.0 0.3 0.4
C -3.2654 -3.4430 1.2075 -0.2 -0.4 0.0
C -2.1298 -2.8207 0.8850 -0.3 2.0 0.5
C -0.9731 -3.5671 0.3170 0.5 -0.6 -0.3
O 0.0506 -2.9650 0.0126 -0.4 -0.4 0.3
C -1.1083 -5.0222 0.1466 0.3 0.5 -0.1
C -2.2428 -5.6447 0.4724 0.3 -2.2 -0.4
C -3.4086 -4.8942 1.0143 -1.3 0.2 0.5
O -4.4444 -5.4915 1.2874 1.0 0.2 -0.3
O -2.3758 -7.0124 0.3174 -0.5 2.1 0.5
O -1.9869 -1.4573 1.0661 0.4 -2.2 -0.2
H -4.1148 -2.9124 1.6190 0.1 0.0 0.0
H -0.2538 -5.5550 -0.2504 -0.1 0.0 0.0
H -3.2860 -7.2220 0.6208 0.3 0.1 -0.1
H -1.0788 -1.2469 0.7571 -0.6 0.1 0.0
```
Forces are in eV/Å.

Results
Total energy, eV: -42218.137
Kohn-Sham gap, eV: 7.122
Total charge: +1
HOMO level, eV: -11.60
M, g mol⁻¹: 411.30

Want to see where the charge sits? The Löwdin charges in e are: 0.13, -0.22, 0.09, 0.12, -0.11, -0.08, -0.15, -0.13, 0.11, 0.16, 0.15, 0.17, 0.16, 0.18, 0.13, 0.20, 0.09, -0.20, -0.29, 0.07, 0.08, -0.20, -0.30, 0.13, 0.10, 0.08, 0.14, 0.14, 0.12, 0.10, 0.08, -0.20, -0.28, 0.07, 0.08, -0.20, -0.30, 0.12, 0.09, 0.08, 0.14, 0.13, 0.12, 0.07

=====

Entry 4:
An isolated molecule of C12H14N2 in a non-equilibrium geometry. Source: the Open Molecules 2025 dataset; level of theory: wB97M-V/def2-TZVPD.

```
28
Properties=species:S:1:pos:R:3:forces:R:3
C -1.1666 -0.5940 4.2945 -0.9 -0.5 -1.8
C -0.9736 -0.5674 2.7566 0.9 3.3 5.9
C -0.4502 0.5899 2.1656 0.0 0.5 0.1
C -0.4930 0.3968 0.8251 0.2 -0.5 -0.6
N -1.0485 -0.8444 0.6133 -0.5 -1.1 -1.9
C -1.3208 -1.4015 1.8469 -2.1 -4.3 -3.0
C -1.2244 -1.4464 -0.7523 1.8 -0.9 0.5
C 0.0010 -1.1206 -1.5726 1.9 2.1 2.6
N 0.3153 0.3305 -1.4659 -0.5 -0.5 0.5
C 1.1866 1.0021 -2.2828 -0.2 -0.6 0.0
C 1.7028 0.5180 -3.6420 -0.7 -1.3 1.2
C 1.5368 2.1150 -1.5817 0.6 1.0 -1.1
C 0.8524 2.2131 -0.3370 1.8 0.9 -0.5
C 0.1780 1.0488 -0.2624 -1.1 -1.1 -0.5
H -1.3982 -1.6175 4.6225 -0.2 0.6 0.3
H -0.3671 -0.1796 4.8441 1.7 -0.1 0.3
H -1.8986 0.1699 4.5629 -0.8 -0.6 -0.1
H -0.1459 1.4417 2.7310 0.4 0.4 -0.1
H -1.8262 -2.3817 1.9787 0.5 0.9 -0.4
H -1.1171 -2.5595 -0.7718 -0.9 0.7 0.8
H -2.0767 -1.1417 -1.3201 -1.0 0.4 0.3
H 0.8674 -1.6350 -1.0917 -0.5 0.1 -0.4
H -0.0042 -1.3556 -2.5902 -0.5 -0.6 -1.5
H 2.6608 0.0011 -3.4935 -0.1 0.2 -0.2
H 1.8496 1.4013 -4.2038 0.3 0.7 -0.9
H 1.0448 -0.1988 -4.2258 0.5 1.0 0.9
H 2.2463 2.7823 -2.0243 0.1 0.7 0.2
H 1.0695 3.0332 0.3771 -0.7 -1.0 -0.4
```
Forces are in eV/Å.

Results
Total energy, eV: -15650.082
Kohn-Sham gap, eV: 7.802
HOMO level, eV: -7.02
Structure (SMILES): Cc1cc2n(c1)CCn1c(C)ccc1-2
M, g mol⁻¹: 186.26
ΔE to the lowest compared entry with this formula, charge and spin, kJ/mol: 187.0

Want to see where the charge sits? The Löwdin charges in e are: -0.03, -0.31, 0.00, -0.17, -0.02, -0.08, -0.08, -0.10, -0.01, -0.28, -0.02, -0.08, -0.02, -0.18, 0.08, 0.05, 0.07, 0.11, 0.14, 0.14, 0.11, 0.15, 0.09, 0.08, 0.05, 0.09, 0.10, 0.12